No. 1
Density functional theory data (the ωB97M-V functional and the def2-TZVPD basis) for a molecular structure, C3ClNa7O13.

Properties
Spin multiplicity: 2
Kohn-Sham gap (spin up / spin down): 3.10 / 3.10 eV
Max |F|: 0.2963 Eh/bohr
E_tot: -73152.3549 eV
Charge: +1
⟨S²⟩: 0.759

The geometry in XYZ format:
```
24
C3ClNa7O13 | the OMol25 dataset | the ωB97M-V functional and the def2-TZVPD basis
Na -2.7281 -1.3944 -0.8107
Na 0.2543 0.9443 2.8853
Na 2.5458 -0.2347 1.3356
Na -1.2140 -1.9470 -2.7596
Na 0.0074 -3.5972 0.4397
Na 1.7005 -0.7810 -1.8245
Na -2.8433 -0.8067 2.7777
Cl 1.9034 4.0449 1.0455
O 0.8007 3.7124 1.8357
O 1.4071 5.1113 0.2511
O 3.0338 4.5662 1.7890
O 2.1230 3.0450 0.0819
C 0.8299 0.7114 -3.7055
O -0.3362 0.4014 -3.9383
O 1.0361 1.3239 -2.6910
O 1.8271 0.2750 -4.3387
C -2.3674 -3.6681 1.7402
O -2.1358 -4.6984 1.1832
O -2.5843 -2.7215 1.0177
O -2.1955 -3.5886 3.0207
C -0.2297 -0.1519 0.1445
O 0.6416 0.5512 0.1777
O -0.3343 -0.9780 -0.7476
O -1.1418 -0.1193 1.0902
```

In the Mulliken picture, each atom carries the following charge in e: atom 1 (Na): 0.8749, atom 2 (Na): 0.7984, atom 3 (Na): 1.0193, atom 4 (Na): 1.0051, atom 5 (Na): 0.7954, atom 6 (Na): 0.8461, atom 7 (Na): 0.8542, atom 8 (Cl): 1.6591, atom 9 (O): -0.6336, atom 10 (O): -0.7038, atom 11 (O): -0.6269, atom 12 (O): -0.6018, atom 13 (C): 0.7478, atom 14 (O): -0.6433, atom 15 (O): -0.4114, atom 16 (O): -0.5133, atom 17 (C): 0.5247, atom 18 (O): -0.7548, atom 19 (O): -0.6719, atom 20 (O): -0.7907, atom 21 (C): 0.6218, atom 22 (O): -0.7429, atom 23 (O): -0.8863, atom 24 (O): -0.7662


No. 2
Density functional theory data (the ωB97M-V functional and the def2-TZVPD basis) for a molecular structure, C3CrO2S5Se4.

Properties
Spin multiplicity: 1
Kohn-Sham gap (spin up / spin down): 4.78 / 4.64 eV
Max |F|: 0.0413 Eh/bohr
Energy above the lowest of the compared OMol25 structures with the same formula, charge and spin: 0.0 kJ/mol
E_tot: -351187.1480 eV
Charge: -2

The geometry in XYZ format:
```
15
C3CrO2S5Se4 | the OMol25 dataset | the ωB97M-V functional and the def2-TZVPD basis
Cr -0.6093 0.7411 -0.1471
S 2.0200 -5.4791 2.8041
C 1.3898 -4.0937 2.1070
S 2.1042 -3.2757 0.7881
C 0.9758 -1.9542 0.6574
C -0.0491 -1.9845 1.5271
S -1.2897 -0.7704 1.5837
S -0.0447 -3.3334 2.6305
S 1.1966 -0.6816 -0.5221
Se 0.4907 2.1370 -1.6539
Se 1.3716 5.6767 -3.9580
Se -0.8525 5.2292 -4.0375
Se -1.5612 3.9432 -2.3029
O -2.0416 1.6068 0.1178
O -3.1006 2.2385 0.4056
```

In the Mulliken picture, each atom carries the following charge in e: atom 1 (Cr): 0.6088, atom 2 (S): -0.3612, atom 3 (C): 0.1050, atom 4 (S): -0.1286, atom 5 (C): 0.1324, atom 6 (C): 0.2265, atom 7 (S): -0.3517, atom 8 (S): -0.1313, atom 9 (S): -0.2217, atom 10 (Se): -0.2358, atom 11 (Se): -0.6335, atom 12 (Se): -0.1855, atom 13 (Se): -0.0642, atom 14 (O): -0.2131, atom 15 (O): -0.5460


No. 3
Density functional theory data (the ωB97M-V functional and the def2-TZVPD basis) for a molecular structure, C3F13KN2O17S7.

Properties
Spin multiplicity: 2
Kohn-Sham gap (spin up / spin down): 7.31 / 2.43 eV
Max |F|: 0.2447 Eh/bohr
E_tot: -168393.8508 eV
Charge: -3
⟨S²⟩: 0.766

The geometry in XYZ format:
```
43
C3F13KN2O17S7 | the OMol25 dataset | the ωB97M-V functional and the def2-TZVPD basis
K -0.3615 -0.5648 0.1938
N 2.9549 1.5503 -3.4917
S 2.6214 1.0162 -2.1291
O 3.6684 0.5935 -1.1744
O 1.3952 0.2854 -1.9560
F 2.2421 2.4866 -1.6212
S 3.8613 0.1770 -4.0412
O 3.8369 -0.1397 -5.4507
O 4.2501 -0.9007 -3.0920
F 5.3172 0.9372 -4.0268
N -3.8743 1.8238 3.3960
S -2.5576 2.5446 4.1972
O -1.6691 3.4174 3.4498
O -1.8774 1.8127 5.3296
F -3.4913 3.5349 5.1208
S -3.0220 0.6760 3.0265
O -2.9887 -0.4814 3.9332
O -1.9645 0.8564 2.0101
F -4.1569 0.2003 1.9111
C 1.8003 -3.1849 -2.5783
F 2.2558 -2.3065 -1.7668
F 2.6463 -3.3655 -3.6031
F 1.6418 -4.3428 -1.9974
S 0.1539 -2.6148 -3.3208
O 0.6303 -1.7093 -4.3923
O -0.4171 -3.8553 -3.8135
O -0.5291 -1.8928 -2.2590
C -0.8663 3.0124 -1.6777
F -0.6981 1.8937 -0.9910
F 0.1732 3.9191 -1.4746
F -0.8015 2.8154 -3.0140
S -2.4780 3.9650 -1.1786
O -2.4901 4.2205 0.2703
O -2.3568 5.2490 -1.8891
O -3.6020 3.0843 -1.5619
C 0.5252 -2.5035 4.3128
F 0.9862 -1.3888 3.7402
F 1.5537 -3.1157 4.9216
F -0.3015 -2.0347 5.2636
S -0.3663 -3.7098 3.0960
O -0.7735 -2.9323 1.8543
O 0.6158 -4.6993 2.6021
O -1.4861 -4.3288 3.8722
```

In the Mulliken picture, each atom carries the following charge in e: atom 1 (K): 1.1114, atom 2 (N): -0.3683, atom 3 (S): 1.0537, atom 4 (O): -0.6534, atom 5 (O): -0.3156, atom 6 (F): -0.3095, atom 7 (S): 1.0740, atom 8 (O): -0.6355, atom 9 (O): -0.5007, atom 10 (F): -0.3340, atom 11 (N): -0.3039, atom 12 (S): 1.0635, atom 13 (O): -0.5410, atom 14 (O): -0.5813, atom 15 (F): -0.3253, atom 16 (S): 0.8872, atom 17 (O): -0.5554, atom 18 (O): -0.2856, atom 19 (F): -0.4049, atom 20 (C): 0.5505, atom 21 (F): -0.1730, atom 22 (F): -0.2451, atom 23 (F): -0.2451, atom 24 (S): 1.0196, atom 25 (O): -0.6741, atom 26 (O): -0.6662, atom 27 (O): -0.6420, atom 28 (C): 0.5807, atom 29 (F): -0.0153, atom 30 (F): -0.2321, atom 31 (F): -0.1951, atom 32 (S): 1.1240, atom 33 (O): -0.2980, atom 34 (O): -0.5052, atom 35 (O): -0.4557, atom 36 (C): 0.5952, atom 37 (F): -0.2152, atom 38 (F): -0.2458, atom 39 (F): -0.2290, atom 40 (S): 1.0346, atom 41 (O): -0.6047, atom 42 (O): -0.6748, atom 43 (O): -0.6639


No. 4
Density functional theory data (the ωB97M-V functional and the def2-TZVPD basis) for a molecular structure, C3F3LiO9V3.

Properties
Spin multiplicity: 10
Kohn-Sham gap (spin up / spin down): 3.28 / 2.94 eV
Max |F|: 0.1568 Eh/bohr
E_tot: -106958.5109 eV
Charge: -2
⟨S²⟩: 24.817

The geometry in XYZ format:
```
19
C3F3LiO9V3 | the OMol25 dataset | the ωB97M-V functional and the def2-TZVPD basis
Li 1.0500 2.0852 -2.1764
V -2.0383 2.0626 -1.3643
V 0.8327 -1.1363 -2.1464
V 0.3785 0.1023 1.0339
C -1.1602 1.9995 2.5837
O -1.1338 1.1818 3.5412
O -0.8812 3.2630 2.7776
O -1.2345 1.5667 1.3402
C 2.5694 -2.0342 0.3495
O 2.4732 -3.2755 0.5086
O 1.8273 -1.1416 -0.2234
O 3.7904 -1.7423 0.5877
C -1.3410 -2.1634 -0.3694
O -1.0689 -1.3883 0.6093
O -2.4460 -2.7174 -0.6014
O -0.2625 -2.7075 -0.9618
F -0.8320 1.9403 -3.4532
F -0.1515 0.6946 -1.0112
F -0.3716 3.4104 -1.0243
```

In the Mulliken picture, each atom carries the following charge in e: atom 1 (Li): 0.8377, atom 2 (V): 1.2195, atom 3 (V): 0.8947, atom 4 (V): 0.9715, atom 5 (C): 0.5111, atom 6 (O): -0.7162, atom 7 (O): -0.7828, atom 8 (O): -0.5374, atom 9 (C): 0.5115, atom 10 (O): -0.6375, atom 11 (O): -0.3616, atom 12 (O): -0.7812, atom 13 (C): 0.6941, atom 14 (O): -0.5157, atom 15 (O): -0.7434, atom 16 (O): -0.6476, atom 17 (F): -0.7979, atom 18 (F): -0.4084, atom 19 (F): -0.7104